1.
This record from the OMol25 dataset describes a 9-piece molecular cluster, C35H81BrClF2IN5O10S2 overall. The level of theory is ωB97M-V/def2-TZVPD.

Positions of all 138 atoms, in Å:
C1 7.699 -3.603 -0.148
C2 7.132 -3.140 1.204
C3 5.614 -2.987 1.257
C4 5.035 -2.367 -0.001
N1 3.585 -2.063 0.162
C5 2.731 -3.057 -0.509
C6 1.596 -3.599 0.357
C7 0.349 -2.682 0.440
C8 -0.985 -3.357 0.043
C9 -2.145 -2.508 -0.509
N2 -2.408 -1.136 0.141
C10 -1.915 -0.817 1.540
C11 -0.925 0.338 1.728
C12 0.457 -0.055 2.213
Cl1 -1.649 1.430 2.991
C13 -2.404 -0.079 -0.916
Br1 -0.594 0.149 -1.642
C14 -3.035 1.216 -0.397
C15 -2.292 2.535 -0.634
C16 -2.352 3.090 -2.043
N3 -1.246 4.053 -2.275
C17 -3.185 -0.883 -1.990
N4 -3.469 -0.161 -3.251
C18 -3.900 -0.952 -4.370
O1 -4.949 -1.487 -4.479
F1 -3.020 -0.904 -5.325
C19 -4.518 0.790 -3.056
O2 -5.421 0.715 -2.291
F2 -4.394 1.767 -3.929
C20 -2.578 -2.339 -2.047
N5 -3.730 -3.236 -2.145
C21 -1.571 -2.614 -3.256
I1 -2.344 -3.965 -4.772
C22 -0.107 -3.005 -3.029
C23 0.239 -4.494 -3.129
C24 3.347 -0.753 -0.326
S1 3.208 0.517 0.671
S2 3.251 -0.568 -2.088
C25 3.990 1.062 -2.360
C26 2.959 2.203 -2.410
C27 3.629 3.572 -2.240
H1 6.998 -4.246 -0.679
H2 8.621 -4.155 -0.010
H3 7.885 -2.759 -0.807
H4 7.609 -2.201 1.466
H5 7.444 -3.857 1.957
H6 5.382 -2.270 2.044
H7 5.110 -3.917 1.520
H8 5.224 -2.958 -0.895
H9 5.567 -1.426 -0.150
H10 3.357 -3.900 -0.796
H11 2.319 -2.677 -1.439
H12 1.298 -4.575 -0.017
H13 1.983 -3.766 1.357
H14 0.519 -1.761 -0.106
H15 0.266 -2.435 1.492
H16 -0.846 -4.179 -0.653
H17 -1.370 -3.832 0.943
H18 -3.009 -3.044 -0.142
H19 -3.414 -1.196 0.305
H20 -2.801 -0.566 2.108
H21 -1.540 -1.710 2.023
H22 -0.821 0.984 0.872
H23 0.911 0.778 2.734
H24 1.063 -0.361 1.372
H25 0.388 -0.881 2.918
H26 -3.095 1.165 0.688
H27 -4.068 1.288 -0.708
H28 -1.283 2.506 -0.237
H29 -2.824 3.240 -0.003
H30 -3.287 3.612 -2.222
H31 -2.236 2.281 -2.763
H32 -0.913 3.922 -3.224
H33 -0.453 3.793 -1.700
H34 -4.166 -1.116 -1.560
H35 -4.489 -3.014 -2.763
H36 -3.588 -4.202 -1.919
H37 -1.540 -1.692 -3.819
H38 0.281 -2.556 -2.129
H39 0.454 -2.533 -3.835
H40 0.441 -4.773 -4.156
H41 1.146 -4.709 -2.585
H42 -0.531 -5.147 -2.727
H43 4.476 0.993 -3.330
H44 4.741 1.239 -1.598
H45 2.236 2.018 -1.623
H46 2.465 2.136 -3.377
H47 2.948 4.267 -1.764
H48 3.935 3.959 -3.207
H49 4.521 3.468 -1.629
C28 -6.703 2.556 0.257
O3 -5.454 2.513 0.963
H50 -6.488 2.447 -0.802
H51 -7.360 1.743 0.570
H52 -7.208 3.510 0.415
H53 -5.648 2.617 1.898
C29 -2.784 -2.198 5.526
O4 -2.225 -1.559 4.373
H54 -3.276 -3.107 5.188
H55 -2.006 -2.460 6.244
H56 -3.521 -1.555 6.010
H57 -1.789 -0.754 4.670
C30 -3.118 5.698 1.530
O5 -1.715 5.461 1.580
H58 -3.612 4.920 2.108
H59 -3.375 6.669 1.958
H60 -3.479 5.655 0.497
H61 -1.286 6.150 1.065
C31 -1.850 6.218 -5.218
O6 -0.632 6.263 -4.488
H62 -1.596 6.167 -6.273
H63 -2.441 5.334 -4.954
H64 -2.454 7.112 -5.045
H65 -0.855 6.300 -3.552
C32 -7.742 3.120 -5.017
O7 -7.693 2.472 -3.749
H66 -8.443 3.945 -4.933
H67 -6.762 3.519 -5.299
H68 -8.091 2.441 -5.799
H69 -7.077 1.740 -3.814
C33 7.532 -2.789 5.132
O8 8.233 -2.191 4.046
H70 7.085 -3.708 4.761
H71 8.206 -3.033 5.956
H72 6.737 -2.134 5.500
H73 8.634 -1.379 4.365
C34 1.477 1.393 5.810
O9 0.202 1.106 6.389
H74 2.238 1.160 6.543
H75 1.650 0.780 4.920
H76 1.550 2.451 5.541
H77 -0.471 1.314 5.738
C35 5.430 -0.129 6.161
O10 4.076 -0.351 6.548
H78 5.787 0.732 6.718
H79 6.057 -0.990 6.406
H80 5.509 0.082 5.091
H81 3.754 -1.114 6.061

Atoms 1-2, force components in eV/Å:
C -0.42 0.06 0.07
C 0.24 -0.40 -0.45

Values from the calculation:
* max |F|: 1.48 eV/A
* HOMO: -0.3990 hartree
* net charge: +1
* lowest unoccupied orbital energy: -2.621 eV
* ΔE to the lowest compared entry with this formula, charge and spin: 6.4 kcal per mole
* HOMO-LUMO gap: 8.24 eV



2.
This record from the OMol25 dataset describes a 3-piece molecular cluster, C35H82BrN5O9PS2Si5 overall. The level of theory is ωB97M-V/def2-TZVPD.

Positions of all 140 atoms, in Å:
C1 -2.479 7.005 0.189
C2 -4.098 6.748 0.208
O1 -4.591 5.850 -0.688
O2 -5.084 7.395 1.087
C3 -4.706 7.319 2.507
C4 -4.245 5.836 3.030
C5 -5.229 4.602 2.590
C6 -5.175 3.284 3.561
C7 -3.672 2.742 3.924
N1 -3.752 2.199 5.365
C8 -2.596 1.272 5.669
N2 -2.708 0.451 6.795
Br1 -1.284 -0.700 7.278
N3 -1.317 1.146 4.866
P1 -0.390 2.642 5.109
N4 1.076 2.209 5.684
C9 -1.683 0.878 3.427
C10 -1.992 -0.766 3.356
N5 -2.420 -1.236 1.985
C11 -0.415 1.095 2.360
C12 0.965 0.297 2.866
O3 2.063 1.273 2.813
Si1 2.735 1.447 1.200
C13 1.667 2.548 0.004
C14 4.417 2.436 1.433
C15 3.145 -0.203 0.298
C16 -3.079 1.593 2.920
S1 -2.961 2.342 1.182
C17 -3.750 1.099 -0.036
C18 -3.766 1.831 -1.536
O4 -3.470 3.133 -1.549
O5 -4.146 1.001 -2.690
C19 -4.411 1.801 -3.895
C20 -5.971 2.378 -3.986
C21 -6.923 1.024 -4.156
O6 -6.352 3.228 -2.848
C22 -7.338 4.256 -3.220
O7 -7.301 5.410 -2.503
C23 -8.502 4.126 -4.367
S2 -10.162 3.669 -3.588
H1 -1.980 7.127 1.240
H2 -1.992 6.027 -0.291
H3 -2.181 7.882 -0.564
H4 -5.648 7.630 3.171
H5 -3.837 8.072 2.816
H6 -3.171 5.585 2.575
H7 -4.072 5.844 4.210
H8 -6.342 5.032 2.641
H9 -5.028 4.346 1.461
H10 -5.758 2.412 3.042
H11 -5.747 3.515 4.582
H12 -2.865 3.604 3.971
H13 -3.768 2.999 6.049
H14 -3.578 0.483 7.386
H15 -0.289 3.453 3.923
H16 -1.042 3.443 6.129
H17 1.101 1.167 5.720
H18 -1.073 -1.380 3.807
H19 -2.899 -1.011 4.093
H20 -1.531 -1.459 1.444
H21 -3.039 -2.076 2.048
H22 -0.659 0.602 1.300
H23 -0.215 2.235 2.122
H24 1.153 -0.670 2.192
H25 0.870 -0.107 3.967
H26 1.882 3.706 0.175
H27 0.521 2.309 0.028
H28 2.034 2.263 -1.095
H29 4.856 2.555 0.334
H30 4.198 3.547 1.807
H31 5.183 1.861 2.106
H32 3.879 0.069 -0.593
H33 2.133 -0.593 -0.187
H34 3.607 -0.939 1.081
H35 -3.927 0.757 2.835
H36 -4.825 0.755 0.309
H37 -3.100 0.128 -0.174
H38 -4.317 1.048 -4.817
H39 -3.602 2.641 -4.110
H40 -6.024 2.994 -4.995
H41 -8.061 1.302 -4.265
H42 -6.525 0.496 -5.147
H43 -6.692 0.365 -3.193
H44 -8.226 3.414 -5.266
H45 -8.648 5.222 -4.816
H46 -9.970 2.904 -2.414
O8 8.410 -3.662 0.011
Si2 8.819 -4.615 1.327
C24 7.576 -6.010 1.544
C25 8.846 -3.589 2.903
C26 10.521 -5.378 1.097
Si3 7.155 -2.694 -0.532
C27 7.562 -1.953 -2.211
C28 6.841 -1.283 0.671
C29 5.573 -3.697 -0.703
H47 6.587 -5.612 1.786
H48 7.884 -6.677 2.354
H49 7.496 -6.598 0.625
H50 9.521 -2.735 2.793
H51 9.188 -4.192 3.749
H52 7.847 -3.210 3.135
H53 11.283 -4.599 0.992
H54 10.545 -6.007 0.202
H55 10.782 -5.999 1.959
H56 8.465 -1.338 -2.154
H57 6.739 -1.322 -2.562
H58 7.729 -2.742 -2.951
H59 6.495 -1.666 1.635
H60 6.075 -0.607 0.279
H61 7.756 -0.709 0.836
H62 5.242 -4.065 0.273
H63 5.733 -4.557 -1.360
H64 4.773 -3.084 -1.126
O9 -0.111 -4.189 -4.004
Si4 0.619 -3.458 -2.685
C30 1.958 -2.263 -3.249
C31 1.403 -4.749 -1.565
C32 -0.638 -2.493 -1.674
Si5 0.278 -5.164 -5.309
C33 -1.247 -5.536 -6.343
C34 1.000 -6.798 -4.721
C35 1.542 -4.317 -6.414
H65 2.767 -2.799 -3.753
H66 2.383 -1.729 -2.394
H67 1.546 -1.528 -3.946
H68 0.662 -5.493 -1.260
H69 1.812 -4.281 -0.665
H70 2.218 -5.265 -2.081
H71 -1.425 -3.156 -1.302
H72 -1.103 -1.711 -2.281
H73 -0.156 -2.019 -0.815
H74 -2.003 -6.055 -5.745
H75 -0.988 -6.173 -7.194
H76 -1.688 -4.611 -6.729
H77 1.951 -6.638 -4.204
H78 1.182 -7.466 -5.568
H79 0.313 -7.295 -4.032
H80 2.486 -4.171 -5.881
H81 1.174 -3.338 -6.738
H82 1.741 -4.921 -7.303

Atoms 1-2, force components in eV/Å:
C 0.32 -0.62 -0.55
C -2.73 -4.66 -4.48

Values from the calculation:
* max |F|: 9.23 eV/A
* HOMO: -0.3970 hartree
* net charge: +1
* lowest unoccupied orbital energy: -4.583 eV
* HOMO-LUMO gap: 6.22 eV



- Which value of max |F| does entry 1 give?
  1.48 eV/A